Computed, not measured: a 4-piece molecular cluster, C20H32O10 overall in a non-equilibrium geometry, with ωB97M-V with the def2-TZVPD basis set.

Summary:
DFT total energy (Eh): -1533.33003
Frontier orbital gap (eV): 6.92

ORCA input file:
```
! RIJCOSX wB97M-V def2-TZVPD def2/J DEFGRID3
* xyz 0 1
C 8.646 -1.576 0.385
C 9.017 -0.115 0.556
C 7.760 0.948 0.471
O 8.141 2.362 0.611
C 6.857 3.139 0.599
O 6.634 4.181 1.439
O 5.753 2.868 -0.369
C 4.606 2.217 0.343
C 4.432 0.649 -0.212
C 2.872 0.101 -0.069
O 2.917 -1.316 0.364
C 3.101 -1.414 1.833
H 8.796 -2.045 -0.699
H 8.168 -2.200 1.278
H 10.148 0.189 0.707
H 7.201 0.703 -0.553
H 7.029 0.696 1.360
H 3.632 2.855 0.175
H 4.871 2.183 1.484
H 4.758 0.558 -1.356
H 5.167 -0.082 0.379
H 2.220 0.792 0.633
H 2.393 0.136 -1.159
H 4.106 -1.964 2.143
H 2.213 -2.009 2.319
H 3.138 -0.321 2.310
O -0.650 0.466 1.269
C -0.968 0.369 0.095
O -0.084 0.377 -0.945
C -0.808 0.356 -2.174
C -2.159 -0.213 -1.831
C -2.373 0.272 -0.419
H -0.873 1.379 -2.559
H -0.277 -0.264 -2.903
H -2.946 0.098 -2.524
H -2.114 -1.309 -1.840
H -2.832 1.264 -0.395
H -2.958 -0.441 0.166
O -5.240 0.587 -0.503
C -5.698 1.603 -0.998
O -6.418 1.637 -2.157
C -6.699 2.995 -2.495
C -6.584 3.758 -1.201
C -5.520 2.990 -0.458
H -5.969 3.328 -3.240
H -7.703 3.068 -2.923
H -6.341 4.814 -1.345
H -7.530 3.700 -0.650
H -4.515 3.343 -0.706
H -5.685 3.017 0.621
O -2.836 -3.761 -0.898
C -3.540 -3.776 0.098
O -4.311 -2.727 0.511
C -4.912 -3.053 1.763
C -4.903 -4.558 1.829
C -3.653 -4.914 1.065
H -4.320 -2.598 2.564
H -5.928 -2.649 1.801
H -4.916 -4.944 2.852
H -5.780 -4.958 1.305
H -2.771 -4.924 1.711
H -3.761 -5.867 0.542
*
```

---

Computed, not measured: C24H60AlO16P4 as an isolated structure in a non-equilibrium geometry, with ωB97M-V with the def2-TZVPD basis set.

Summary:
DFT total energy (Eh): -3761.22543
Frontier orbital gap (eV): 1.81
Relative energy (zero: lowest compared OMol25 entry of this formula, charge and spin) (kcal/mol): 49.86

ORCA input file:
```
! RIJCOSX wB97M-V def2-TZVPD def2/J DEFGRID3
* xyz 3 1
Al -28.252 8.048 0.621
C -25.826 3.025 -1.214
C -26.854 3.008 -0.205
O -26.191 3.265 0.961
P -27.013 4.111 2.093
O -27.368 5.458 1.587
O -28.284 3.106 2.609
C -29.604 3.440 2.265
C -30.193 4.462 3.329
O -26.028 3.974 3.444
C -26.583 4.220 4.740
C -26.518 2.940 5.605
H -26.168 2.671 -2.187
H -25.720 4.004 -1.680
H -24.900 2.547 -0.893
H -27.624 3.708 -0.531
H -27.272 2.002 -0.213
H -29.821 3.700 1.229
H -30.111 2.495 2.462
H -30.313 4.102 4.350
H -29.592 5.356 3.493
H -31.236 4.655 3.079
H -25.985 5.066 5.079
H -27.658 4.389 4.677
H -27.156 2.199 5.124
H -25.487 2.587 5.565
H -26.768 3.167 6.641
C -28.133 11.229 6.205
C -27.048 10.356 5.655
O -27.457 9.050 5.875
P -28.482 8.066 5.052
O -28.154 7.907 3.612
O -28.283 6.683 5.865
C -28.235 6.724 7.278
C -29.240 5.753 7.838
O -30.021 8.526 5.342
C -31.145 7.873 4.859
C -32.371 8.211 5.767
H -28.332 11.015 7.255
H -27.845 12.273 6.081
H -29.080 11.023 5.707
H -26.800 10.402 4.594
H -26.086 10.576 6.118
H -27.202 6.554 7.584
H -28.426 7.688 7.748
H -28.990 5.384 8.833
H -30.268 6.111 7.875
H -29.298 4.882 7.185
H -31.319 8.331 3.886
H -31.042 6.811 4.635
H -33.350 7.896 5.407
H -32.229 7.762 6.750
H -32.374 9.272 6.017
C -22.726 12.186 1.161
C -23.564 11.345 2.168
O -23.250 9.952 2.048
P -24.234 8.726 2.500
O -25.608 8.651 1.864
O -23.292 7.465 2.256
C -23.029 6.829 1.087
C -23.892 5.548 1.089
O -24.178 8.864 4.165
C -23.576 7.970 5.104
C -24.043 8.175 6.533
H -21.760 12.469 1.579
H -22.345 11.707 0.259
H -23.159 13.107 0.770
H -23.701 11.716 3.184
H -24.588 11.370 1.796
H -23.317 7.460 0.246
H -21.956 6.662 0.989
H -23.847 4.967 2.011
H -24.950 5.807 1.069
H -23.670 4.927 0.221
H -24.029 7.021 4.818
H -22.496 8.009 4.967
H -25.122 8.022 6.514
H -23.651 7.307 7.062
H -23.886 9.142 7.013
C -28.529 9.408 -4.329
C -29.966 8.922 -4.386
O -30.651 9.994 -3.756
P -31.086 9.828 -2.206
O -30.294 8.914 -1.313
O -31.269 11.367 -1.648
C -31.995 12.445 -2.261
C -30.987 13.577 -2.645
O -32.606 9.382 -2.271
C -33.285 8.894 -1.149
C -34.660 9.567 -0.993
H -28.021 9.536 -3.373
H -27.864 8.667 -4.771
H -28.343 10.181 -5.075
H -30.321 8.877 -5.415
H -30.015 7.910 -3.985
H -32.489 12.152 -3.187
H -32.644 12.876 -1.498
H -31.512 14.231 -3.342
H -30.706 14.159 -1.768
H -30.067 13.325 -3.173
H -33.341 7.823 -1.341
H -32.908 8.908 -0.127
H -35.140 9.328 -0.044
H -34.499 10.645 -1.004
H -35.362 9.325 -1.791
*
```

---

Computed, not measured: C54H114CdClF4N8O18S4 as an isolated structure in a non-equilibrium geometry, with ωB97M-V with the def2-TZVPD basis set.

Summary:
DFT total energy (Eh): -6537.90787
Frontier orbital gap (eV): 8.35

ORCA input file:
```
! RIJCOSX wB97M-V def2-TZVPD def2/J DEFGRID3
* xyz -1 1
Cd -1.084 -14.985 25.940
N -2.551 -15.828 24.521
S -3.793 -16.679 25.032
O -3.749 -16.583 26.454
O -3.967 -17.977 24.539
F -5.100 -15.870 24.637
S -2.400 -15.406 22.999
O -3.353 -16.239 22.380
O -1.016 -15.385 22.811
F -2.804 -13.980 23.153
N 0.334 -16.788 26.621
S 1.531 -16.195 27.500
O 2.121 -17.067 28.471
O 1.200 -14.890 27.797
F 2.590 -15.989 26.314
S 0.491 -18.076 25.676
O -0.848 -18.524 25.399
O 1.571 -18.891 26.022
F 0.838 -17.455 24.320
Cl 0.354 -11.770 26.007
O -0.355 -11.737 27.212
O 0.221 -13.114 25.502
O -0.215 -10.874 25.095
O 1.716 -11.508 26.281
C 3.529 -11.160 21.046
C 3.175 -12.634 20.927
C 3.540 -13.158 19.490
C 3.234 -14.672 19.368
C 3.969 -15.409 20.484
C 3.857 -14.862 21.919
N 3.979 -13.402 21.878
O 3.866 -12.814 23.182
C 2.558 -15.308 22.658
C 5.022 -15.422 22.757
C 1.707 -12.726 21.237
H 3.225 -10.644 20.085
H 4.544 -10.988 21.179
H 3.032 -10.727 21.914
H 2.781 -12.707 18.811
H 4.546 -12.937 19.287
H 3.574 -15.190 18.474
H 2.152 -14.864 19.474
H 5.073 -15.570 20.437
H 3.558 -16.451 20.549
H 2.721 -16.343 23.040
H 2.301 -14.600 23.428
H 1.721 -15.539 21.945
H 4.967 -15.134 23.803
H 5.048 -16.528 22.539
H 5.985 -15.053 22.357
H 1.630 -12.366 22.265
H 1.258 -13.730 21.183
H 0.937 -12.225 20.590
H 2.958 -12.618 23.384
C -2.308 -19.318 28.739
C -1.565 -20.685 28.584
C -0.002 -20.510 28.908
C 0.349 -20.333 30.389
C -0.210 -21.498 31.164
C -1.719 -21.525 31.011
N -2.102 -21.657 29.586
O -3.566 -21.686 29.426
C -2.146 -22.832 31.661
C -2.471 -20.463 31.770
C -1.537 -21.165 27.049
H -1.971 -18.551 28.046
H -2.221 -18.924 29.757
H -3.394 -19.389 28.622
H 0.496 -21.448 28.563
H 0.305 -19.640 28.237
H -0.180 -19.443 30.762
H 1.387 -20.178 30.567
H -0.071 -21.558 32.239
H 0.190 -22.417 30.804
H -1.953 -23.600 30.919
H -1.665 -23.093 32.610
H -3.254 -22.752 31.876
H -2.497 -20.678 32.850
H -2.128 -19.416 31.749
H -3.538 -20.563 31.333
H -2.530 -21.523 26.787
H -0.869 -21.960 27.061
H -1.155 -20.429 26.355
H -3.692 -22.632 29.336
C -0.239 -5.919 27.953
C -0.040 -7.303 28.591
C 1.239 -7.965 28.195
C 1.504 -9.241 28.948
C 1.422 -9.071 30.412
C 0.109 -8.415 30.906
N -0.026 -7.218 30.066
O -1.270 -6.640 30.409
C -1.141 -9.334 30.778
C 0.209 -7.893 32.333
C -1.176 -8.152 27.899
H -1.288 -5.680 28.060
H 0.072 -5.928 26.931
H 0.316 -5.127 28.434
H 1.422 -8.134 27.137
H 2.060 -7.321 28.543
H 2.509 -9.537 28.709
H 0.818 -10.043 28.561
H 2.197 -8.396 30.833
H 1.605 -10.041 30.975
H -1.116 -10.145 30.081
H -1.402 -9.867 31.711
H -2.006 -8.696 30.464
H 0.196 -8.730 33.025
H 1.151 -7.330 32.483
H -0.621 -7.248 32.525
H -1.369 -8.986 28.580
H -0.928 -8.429 26.858
H -2.021 -7.511 27.931
H -1.026 -5.751 30.627
C -4.163 -6.385 20.147
C -4.020 -7.859 20.543
C -2.830 -8.406 19.720
C -2.300 -9.778 20.076
C -1.892 -9.663 21.548
C -3.094 -9.208 22.480
N -3.480 -7.909 21.937
O -4.483 -7.312 22.737
C -4.212 -10.329 22.538
C -2.553 -9.078 23.917
C -5.354 -8.561 20.225
H -5.048 -5.900 20.559
H -4.186 -6.320 19.093
H -3.340 -5.819 20.495
H -3.131 -8.481 18.719
H -1.974 -7.644 19.815
H -1.319 -9.854 19.601
H -3.083 -10.625 19.894
H -1.059 -8.950 21.580
H -1.615 -10.666 21.908
H -5.213 -9.862 22.683
H -4.210 -10.968 21.657
H -3.974 -10.952 23.368
H -1.976 -9.950 24.185
H -1.898 -8.231 24.111
H -3.415 -8.872 24.560
H -6.148 -8.132 20.786
H -5.337 -9.635 20.334
H -5.626 -8.344 19.179
H -4.022 -6.855 23.393
C -2.341 -13.462 30.701
C -3.134 -14.358 29.702
C -4.580 -14.465 30.211
C -5.445 -13.205 29.897
C -5.383 -12.973 28.390
C -3.874 -12.783 27.927
N -3.124 -13.903 28.321
O -1.835 -13.941 27.746
C -3.954 -12.768 26.354
C -3.281 -11.436 28.381
C -2.563 -15.774 29.728
H -2.544 -13.735 31.737
H -2.605 -12.442 30.595
H -1.261 -13.521 30.519
H -5.092 -15.384 29.776
H -4.467 -14.417 31.313
H -5.081 -12.326 30.479
H -6.501 -13.385 30.180
H -5.921 -12.121 28.008
H -5.911 -13.884 27.957
H -4.613 -12.065 26.038
H -2.858 -12.649 25.901
H -4.326 -13.710 25.997
H -3.180 -11.400 29.439
H -2.312 -11.225 27.952
H -3.890 -10.649 27.917
H -3.074 -16.400 28.954
H -2.502 -16.271 30.680
H -1.505 -15.748 29.464
H -1.198 -13.250 28.025
C 1.430 -19.365 21.793
C 1.399 -19.432 20.200
C 0.976 -20.848 19.715
C 0.698 -20.848 18.226
C -0.320 -19.785 17.887
C 0.035 -18.367 18.314
N 0.454 -18.475 19.690
O 0.787 -17.141 20.094
C 1.028 -17.601 17.338
C -1.287 -17.507 18.293
C 2.901 -19.199 19.637
H 1.773 -18.349 21.970
H 2.246 -20.013 21.989
H 0.514 -19.507 22.384
H 1.802 -21.448 20.135
H 0.041 -21.153 20.182
H 0.197 -21.765 18.061
H 1.614 -20.757 17.642
H -1.238 -20.041 18.371
H -0.479 -19.783 16.783
H 1.273 -16.647 17.816
H 2.004 -18.047 17.290
H 0.723 -17.422 16.313
H -1.015 -16.505 18.459
H -1.623 -17.605 17.199
H -2.081 -17.783 18.926
H 3.093 -19.633 18.640
H 3.506 -19.755 20.330
H 3.102 -18.135 19.681
H 0.025 -16.670 20.396
*
```